(1)
The following is a DFT calculation (ωB97M-V/def2-TZVPD) of a structure of composition C24H43N2OP3Ru.

Summary:
Calculated total energy   -2242.32645 a.u.
Highest occupied orbital energy (alpha / beta)   -18.84 / -19.29 eV
Net charge   +4
Maximum force   3.6 eV/A
LUMO energy (alpha / beta)   -13.821 / -14.663 eV
2S+1   5
Expectation value of S²   6.04

Element x y z (Å)
Ru: -0.13578 -0.63481 0.61816
P: 0.24188 1.60690 0.23852
P: -1.91117 -0.03210 1.82610
P: 0.31084 -0.93175 -1.64349
H: -2.80260 -3.99592 2.13555
C: -2.89666 -3.40290 1.21318
C: -1.70119 -3.62669 0.37624
H: -0.81389 -3.07294 0.75337
C: -0.70512 2.45393 -1.10591
C: -0.02680 2.89598 1.54481
C: 1.96471 2.10289 -0.18227
C: -2.97691 -1.31105 2.48691
C: -1.19344 0.51091 3.44047
C: -3.14214 1.12954 1.15513
C: 0.62170 -2.66052 -2.20587
C: 1.91215 -0.26439 -2.30747
C: -0.91325 -0.31947 -2.87514
H: -3.88735 -3.57916 0.74047
H: -1.46535 -4.70383 0.28745
H: -0.70518 3.53499 -0.91060
H: -1.74470 2.11198 -1.13751
H: -0.24113 2.28269 -2.08301
H: 0.19099 3.87971 1.10236
H: 0.66981 2.73880 2.37690
H: -1.05038 2.91073 1.93375
H: 2.03499 2.39820 -1.23576
H: 2.67614 1.29971 0.02028
H: 2.25230 2.96108 0.43811
H: -4.02927 -0.99573 2.59907
H: -2.54085 -1.69619 3.42363
H: -2.96980 -2.23773 1.62156
H: -1.90112 0.21541 4.22582
H: -1.03812 1.59097 3.47342
H: -0.24066 -0.01569 3.59851
H: -4.03591 1.10049 1.79120
H: -3.42674 0.80626 0.14496
H: -2.75068 2.14926 1.10777
H: 1.66687 -2.76879 -2.53429
H: -0.04808 -2.91047 -3.04118
H: 0.43764 -3.36401 -1.38539
H: 2.28575 -0.93685 -3.09252
H: 2.67255 -0.25117 -1.51937
H: 1.79661 0.73773 -2.73775
H: -1.12671 -1.11492 -3.60107
H: -0.53724 0.56252 -3.41212
H: -1.85756 -0.06824 -2.37332
C: -2.74809 -3.54857 -1.93470
C: -3.48781 -2.56405 -2.60408
C: -3.81774 -2.77297 -3.93613
C: -3.58595 -4.02071 -4.51684
C: -3.03209 -5.06650 -3.75850
C: -2.62814 -4.85289 -2.43003
O: -1.94222 -3.04612 -0.96336
H: -1.50986 -1.16906 -0.27117
H: -3.70237 -1.64688 -2.05956
H: -4.29025 -1.94887 -4.48104
H: -3.77300 -4.15780 -5.58792
H: -2.89474 -6.06106 -4.19472
H: -2.15947 -5.59885 -1.79669
N: 3.67938 -2.52320 1.16349
C: 2.43529 -2.39450 0.64018
N: 1.81292 -1.35768 1.19602
C: 2.67713 -0.80186 2.14951
C: 2.57395 0.35638 2.93696
C: 3.70763 0.73495 3.68064
C: 4.90177 -0.00845 3.63278
C: 4.99870 -1.16033 2.83079
C: 3.87155 -1.53068 2.12448
H: 4.36096 -3.22488 0.89257
H: 2.03440 -3.06885 -0.09903
H: 1.63841 0.91527 2.93261
H: 3.66405 1.63069 4.30962
H: 5.75793 0.31995 4.22240
H: 5.90538 -1.76887 2.74956

Here are the Löwdin charges for atoms 1 to 4, given in e: Ru 0.64; P 0.76; P 0.70; P 0.77

(2)
The following is a DFT calculation (ωB97M-V/def2-TZVPD) of a structure of composition C24H43N2OP3Tl.

Summary:
Energy relative to the best compared isomer or geometry (same formula, charge and spin)   108.2 kJ/mol
Calculated total energy   -2320.51552 a.u.
Highest occupied orbital energy (alpha / beta)   -15.73 / -15.72 eV
Net charge   +3
Maximum force   3.0 eV/A
LUMO energy (alpha / beta)   -9.969 / -10.630 eV

Element x y z (Å)
Tl: -0.44824 1.93021 -0.33215
P: -1.36470 -2.09590 0.97525
P: 1.24247 -1.67862 2.34974
P: 1.84029 -2.47044 -1.47954
H: -0.84706 5.17408 -4.05483
C: -1.01931 4.32819 -4.72809
C: -2.13753 3.60007 -4.75143
H: -2.98621 3.70116 -4.07644
C: -2.92850 -1.42093 1.65794
C: -1.35231 -3.71497 1.88147
C: -2.03518 -2.66955 -0.65720
C: 2.76546 -0.62470 2.43625
C: 0.44615 -1.12475 3.89729
C: 1.95727 -3.26536 2.96098
C: 0.99947 -2.17228 -3.04028
C: 1.59972 -4.15212 -0.92056
C: 3.57193 -2.16612 -1.72266
H: -0.26196 4.16797 -5.51494
H: -2.29649 2.92129 -5.61899
H: -3.11145 -0.42763 1.24023
H: -2.90536 -1.35653 2.74888
H: -3.72836 -2.09745 1.35478
H: -1.29184 -3.55215 2.96899
H: -0.51100 -4.34998 1.56371
H: -2.30165 -4.22446 1.64667
H: -1.97027 -1.87627 -1.42365
H: -3.09949 -2.90024 -0.49584
H: -1.51739 -3.57404 -1.01070
H: 3.46097 -1.00040 3.20228
H: 2.46392 0.40314 2.68302
H: 3.26702 -0.63087 1.45843
H: 1.07731 -1.39119 4.75895
H: -0.55574 -1.55885 4.04135
H: 0.35152 -0.03363 3.83217
H: 2.97968 -3.07932 3.31227
H: 1.98178 -3.98051 2.12884
H: 1.35639 -3.67662 3.78200
H: 1.41183 -2.81967 -3.83922
H: 1.15306 -1.11398 -3.32094
H: -0.08522 -2.34284 -2.93276
H: 1.80581 -4.83605 -1.76568
H: 0.57055 -4.37201 -0.54858
H: 2.32522 -4.39403 -0.11812
H: 3.89034 -2.85613 -2.51239
H: 4.11321 -2.35298 -0.79823
H: 3.71691 -1.13061 -2.02844
C: -1.19473 0.75147 -3.16706
C: -0.35173 1.94491 -2.95336
C: 0.83775 1.96934 -3.67093
C: 0.90911 1.29797 -4.90908
C: -0.18494 0.56481 -5.33995
C: -1.29237 0.36861 -4.54805
O: -1.71841 0.04587 -2.22406
H: 1.49527 -1.37255 -0.66048
H: -0.68122 2.85719 -2.39030
H: 1.65103 2.66015 -3.37154
H: 1.80404 1.42478 -5.50151
H: -0.19290 0.09689 -6.32931
H: -2.16315 -0.22275 -4.82655
N: -2.07722 2.55032 4.33999
C: -2.08434 1.49902 3.47729
N: -1.18719 1.70779 2.50875
C: -0.56023 2.93705 2.75097
C: 0.39135 3.69496 2.03096
C: 0.70210 4.97763 2.47086
C: 0.12839 5.50172 3.65531
C: -0.81182 4.76047 4.40419
C: -1.13076 3.49276 3.91525
H: -2.66521 2.65978 5.16344
H: -2.74621 0.62621 3.59049
H: 0.92218 3.27749 1.15073
H: 1.45082 5.57232 1.91216
H: 0.43155 6.49128 4.00063
H: -1.27411 5.12255 5.33133

Here are the Löwdin charges for atoms 1 to 4, given in e: Tl 1.14; P 0.85; P 0.83; P 0.86

(3)
The following is a DFT calculation (ωB97M-V/def2-TZVPD) of a structure of composition C24H44AsN5O8SSbScSe4Si2.

Summary:
Calculated total energy   -15636.56750 a.u.
Highest occupied orbital energy (alpha / beta)   -0.97 / -2.33 eV
Net charge   -2
Maximum force   0.4 eV/A
LUMO energy (alpha / beta)   3.753 / 3.751 eV

Element x y z (Å)
Sc: -0.84035 0.13165 -1.44315
C: -1.10820 0.24168 2.91848
C: -1.62715 -0.04902 1.54147
O: -0.97653 0.55215 0.55853
C: -2.77878 -0.83253 1.33160
C: -3.56441 -1.31287 2.41491
C: -4.73250 -2.02626 2.21986
C: -5.18228 -2.28893 0.93007
C: -4.43138 -1.84631 -0.15928
C: -3.23911 -1.14975 0.00421
O: -2.54535 -0.78851 -1.06288
H: -0.05875 0.53547 2.85408
H: -1.17984 -0.62112 3.58281
H: -1.64975 1.06397 3.40827
H: -3.25153 -1.09521 3.42812
H: -5.30016 -2.36760 3.07824
H: -6.10278 -2.83635 0.76689
H: -4.75291 -2.04369 -1.17445
C: 4.61828 0.88245 -1.83589
O: 3.28345 0.43354 -1.99128
C: 2.41819 0.65912 -0.98440
O: 1.25844 0.20632 -1.18704
N: 2.83802 1.37092 0.03472
N: 1.84688 1.57212 1.05923
H: 5.15715 0.49533 -2.69784
H: 5.05397 0.50742 -0.90857
H: 4.67436 1.97269 -1.83516
H: 3.17965 2.90680 -0.38133
H: 2.20058 1.09581 1.88468
H: 0.96431 1.11587 0.80522
C: 2.53685 -5.00119 -2.14963
Si: 1.78650 -4.01273 -0.74962
C: 1.38454 -5.16249 0.68487
C: 3.00506 -2.69548 -0.22332
As: -0.19037 -2.85450 -1.27368
Si: -1.74789 -4.43247 -2.06941
C: -2.89316 -3.51303 -3.20554
C: -0.92405 -5.83006 -3.01475
C: -2.62613 -5.17167 -0.58171
H: 3.47343 -5.45548 -1.80908
H: 2.75550 -4.34547 -2.99320
H: 1.87484 -5.79399 -2.49783
H: 2.29791 -5.61414 1.08365
H: 0.72111 -5.96807 0.36371
H: 0.89156 -4.61948 1.49379
H: 3.94800 -3.14068 0.10850
H: 2.60093 -2.08498 0.58753
H: 3.20505 -2.03423 -1.06839
H: -2.42737 -3.37168 -4.18445
H: -3.13949 -2.52921 -2.80279
H: -3.81374 -4.08603 -3.35756
H: -1.69573 -6.45455 -3.47535
H: -0.31418 -6.46979 -2.37354
H: -0.30246 -5.41370 -3.81032
H: -3.12564 -4.39450 -0.00014
H: -1.92114 -5.69041 0.07225
H: -3.38257 -5.89460 -0.90164
C: 2.78730 6.40485 4.47336
C: 2.23240 5.43804 3.44090
S: 0.57401 4.96590 3.87350
O: -0.24159 6.16186 3.92966
O: 0.64026 4.11880 5.04193
C: 0.05113 3.99052 2.49068
C: -0.37789 4.84517 1.29977
N: -0.22901 4.09571 0.06552
C: -1.10921 3.18114 -0.41318
N: -0.57737 2.48100 -1.39232
C: 0.69744 2.95845 -1.58290
C: 0.94437 3.92164 -0.65358
N: 2.13923 4.53181 -0.31545
O: 2.24228 5.67222 0.20722
O: 3.27113 3.88605 -0.70607
C: -2.48848 3.02690 0.11014
H: 3.80546 6.68010 4.19859
H: 2.80732 5.95302 5.46476
H: 2.18424 7.31085 4.51619
H: 2.80290 4.50900 3.39136
H: 2.20203 5.86193 2.43572
H: -0.75854 3.35614 2.85654
H: 0.87588 3.32276 2.21594
H: 0.23479 5.73819 1.21256
H: -1.41600 5.15404 1.39848
H: 1.34175 2.56940 -2.35405
H: -3.07459 3.93504 -0.05351
H: -2.48844 2.79765 1.17771
H: -2.97164 2.19833 -0.40334
Se: 1.42093 0.55128 -5.77254
Sb: -0.60985 -0.59275 -5.17907
Se: 0.68352 -2.13733 -3.39702
Se: -2.15070 0.71763 -3.78247
Se: -1.59395 -2.05589 -6.80751

Here are the Löwdin charges for atoms 1 to 4, given in e: Sc 0.57; C -0.04; C -0.37; O -0.23

(4)
The following is a DFT calculation (ωB97M-V/def2-TZVPD) of a structure of composition C24H44B6F24N8Zn2.

Summary:
Calculated total energy   -7484.27036 a.u.
Highest occupied orbital energy   -14.03 eV
Net charge   +2
Maximum force   6.3 eV/A
LUMO energy   -7.050 eV

Element x y z (Å)
Zn: -2.70753 0.70763 3.24545
Zn: 1.52756 -2.16825 4.27414
C: -1.98648 -6.39296 -4.00453
C: -2.17126 -4.90293 -3.60028
N: -1.63756 -4.60920 -2.28229
C: -2.40887 -4.06255 -1.24014
C: -1.55054 -3.72401 -0.18575
N: -0.24842 -4.06904 -0.58205
C: -0.34219 -4.68436 -1.82873
C: 1.07082 -3.89473 0.07979
H: -1.10924 -6.89275 -3.59373
H: -2.06353 -6.42078 -5.09145
H: -2.79653 -7.06469 -3.72046
H: -3.23637 -4.67156 -3.61030
H: -1.78808 -4.17336 -4.31371
H: -3.45583 -3.87775 -1.43021
H: -1.75827 -3.16328 0.71361
H: 0.48277 -5.00036 -2.45002
H: 1.78809 -3.29032 -0.47549
H: 1.50539 -4.87498 0.27572
H: 0.91701 -3.43620 1.05661
C: -2.83192 3.45945 -6.17851
C: -3.38014 3.56459 -4.71399
N: -3.27399 2.36451 -3.94826
C: -3.89258 1.21763 -4.29413
C: -3.55349 0.26867 -3.30800
N: -2.57249 0.82785 -2.50951
C: -2.49706 2.20576 -2.83832
C: -1.81997 0.16161 -1.36748
H: -2.75609 4.45379 -6.61854
H: -3.46125 2.88241 -6.85605
H: -1.84247 3.02652 -6.32567
H: -4.42566 3.87269 -4.70654
H: -2.82621 4.36003 -4.21548
H: -4.40806 1.15474 -5.24109
H: -3.74750 -0.79062 -3.22635
H: -1.93687 3.01131 -2.38703
H: -2.01469 0.59671 -0.38724
H: -0.75944 0.34246 -1.54256
H: -1.92181 -0.91976 -1.27597
C: 2.19055 3.02556 -6.36013
C: 1.11250 2.03965 -5.72094
N: 1.28682 1.98684 -4.27385
C: 1.21277 3.04251 -3.36499
C: 1.47309 2.54064 -2.10181
N: 1.97576 1.26515 -2.19076
C: 1.84252 0.92364 -3.56390
C: 2.57723 0.50036 -1.08181
H: 2.10048 3.00509 -7.44622
H: 3.20833 2.74610 -6.08783
H: 2.20683 4.00395 -5.87995
H: 1.08456 1.08227 -6.24127
H: 0.13095 2.47599 -5.90608
H: 0.79794 3.99653 -3.65510
H: 1.43728 3.05338 -1.15196
H: 2.16583 0.01481 -4.04960
H: 2.47498 -0.56879 -1.26772
H: 2.04740 0.78499 -0.17276
H: 3.65190 0.68214 -1.09385
C: 4.81581 1.35094 6.56759
C: 3.30946 1.64748 6.62784
N: 2.91544 2.53367 5.54955
C: 3.29168 3.89256 5.60479
C: 2.81357 4.48831 4.39740
N: 2.29302 3.44559 3.63290
C: 2.42823 2.26437 4.33746
C: 1.63910 3.54477 2.37528
H: 5.18004 0.65633 7.32453
H: 5.50951 2.17552 6.73179
H: 4.93612 0.84948 5.60730
H: 2.94733 1.94305 7.61251
H: 2.66300 0.77591 6.52502
H: 3.79812 4.27067 6.48054
H: 2.82209 5.49767 4.01330
H: 2.11039 1.33920 3.87982
H: 0.71325 2.97559 2.45854
H: 2.18163 3.24461 1.47880
H: 1.35354 4.58759 2.23723
B: -0.17438 -0.62314 5.34771
F: -1.36185 -0.19883 4.70381
F: -0.08294 -1.97772 5.48093
F: 0.89265 -0.21507 4.59435
F: -0.06634 0.01938 6.57114
B: -4.35649 -1.48552 1.24676
F: -4.22433 -1.43141 -0.10212
F: -3.74383 -2.53081 1.85773
F: -3.86118 -0.23387 1.67710
F: -5.71061 -1.61044 1.52914
B: -2.20765 3.02945 0.97409
F: -2.34509 4.28470 1.51197
F: -1.06126 2.96210 0.29673
F: -2.28340 2.04342 1.92896
F: -3.13527 2.80642 0.05017
B: -0.14785 -5.02918 3.78137
F: -1.20572 -4.97503 4.65228
F: 0.70646 -3.96155 3.90974
F: 0.48992 -6.19488 3.96927
F: -0.70567 -5.04680 2.53625
B: 3.39858 -1.97353 2.55800
F: 3.01727 -1.06646 3.46235
F: 4.71186 -2.36903 2.85767
F: 2.57186 -3.03040 2.70607
F: 3.35518 -1.55923 1.21539
B: 0.14433 -0.60537 1.90168
F: 0.39449 -1.69959 2.70025
F: -1.11790 -0.18910 2.27431
F: 1.06389 0.37704 2.12526
F: 0.23693 -0.99360 0.55450

Here are the Löwdin charges for atoms 1 to 4, given in e: Zn 1.26; Zn 1.05; C -0.05; C -0.17

- What is the maximum force in the first record?
  3.6 eV/A

- Which formula does entry 4 have?
  C24H44B6F24N8Zn2